[1]
11
Properties=species:S:1:pos:R:3 method="wB97M-V/def2-TZVPD" orbital_gap_ev="6.07 / 8.94" max_force_ev_per_a=5.1 total_charge=0 e_above_lowest_kj_mol=424.6 e_tot_ev=-85180.142
C -0.03975 -2.66219 0.23123
O -1.06332 0.73798 -1.19305
O 0.25486 1.05791 1.18901
O 1.09545 2.36114 -0.83972
Si 0.32375 1.04322 -0.40840
Br -1.09716 -2.04051 1.63357
H -0.29800 -2.06258 -0.65397
H 1.06881 -2.56910 0.42243
H -1.31660 0.64599 -2.03800
H -0.34121 0.57654 1.86678
H 1.41317 2.91162 -0.20989

[2]
12
Properties=species:S:1:pos:R:3 method="wB97M-V/def2-TZVPD" orbital_gap_ev=9.24 max_force_ev_per_a=1.0 total_charge=0 e_above_lowest_kj_mol=290.7 e_tot_ev=-8337.448
O 0.74948 1.98230 0.17782
C 1.01061 0.89519 -0.17172
C 1.42669 -0.30989 -0.53147
O 2.65067 -0.45015 -1.17413
H 0.77656 -1.17012 -0.44349
H 3.34972 -0.25046 -0.54099
C -1.49448 -0.22772 1.08181
C -1.83621 -0.00756 -0.18402
H -1.38468 -1.23416 1.48050
H -1.29405 0.59405 1.76663
H -1.93166 1.00151 -0.58107
H -2.02265 -0.82299 -0.87987

[3]
39
Properties=species:S:1:pos:R:3 method="wB97M-V/def2-TZVPD" orbital_gap_ev=11.10 max_force_ev_per_a=4.2 total_charge=0 e_above_lowest_kj_mol=69.4 e_tot_ev=-27041.227
O -1.79289 -0.26938 -0.76084
H -1.92472 0.65569 -0.60414
H -2.28784 -0.54407 -1.51536
O 1.20307 -0.39560 -4.25126
H 1.50547 -1.18658 -3.81705
H 1.37221 0.34793 -3.67791
O -1.99923 -2.03794 1.58387
H -1.98156 -2.92059 1.18777
H -1.95496 -1.35582 0.88416
O 1.91770 2.09831 2.60975
H 1.10020 2.26910 3.14141
H 2.09635 1.21324 2.84839
O -1.77082 1.67026 3.00346
H -1.28993 0.87872 3.22215
H -2.11653 2.23331 3.82447
O 1.71248 -2.41595 -2.49287
H 1.64748 -2.02980 -1.54863
H 1.36450 -3.25477 -2.49697
O 0.94372 -1.34534 -0.11076
H -0.05580 -1.45351 0.00724
H 1.14388 -0.42371 -0.22139
O 1.91816 1.19342 -0.45489
H 2.02656 1.66674 0.38911
H 2.02641 1.89899 -1.13182
O -1.93343 -1.03899 -3.32115
H -1.11954 -0.64101 -3.60902
H -2.50840 -1.22905 -4.07992
O 0.21344 2.58525 -2.45030
H -0.10155 2.56733 -3.38034
H -0.51197 2.35681 -1.91592
O 1.83680 -0.97916 2.37430
H 1.38625 -1.19158 1.54941
H 2.57129 -1.63401 2.50122
O -1.18612 2.07522 0.36131
H -1.50316 2.08845 1.29370
H -0.20714 1.96146 0.50147
O -0.75068 -0.91548 3.82201
H -1.11199 -1.67962 3.34562
H 0.12230 -0.81828 3.38972

[4]
12
Properties=species:S:1:pos:R:3 method="wB97M-V/def2-TZVPD" orbital_gap_ev=9.84 max_force_ev_per_a=3.4 total_charge=0 e_above_lowest_kj_mol=195.4 e_tot_ev=-12589.694
H 3.33197 1.40978 0.07508
N 2.36835 1.06579 0.01990
C 2.18935 -0.15866 0.16547
Si 0.04294 -0.89822 -0.02876
C -1.06945 0.60522 -0.13234
C -2.29388 0.66996 0.37070
H 2.95978 -0.92052 0.33839
H 0.06065 -1.69616 -1.25403
H -0.21446 -1.72372 1.14973
H -0.66600 1.47626 -0.63211
H -2.90285 1.55506 0.29064
H -2.75204 -0.16029 0.88241

[5]
12
Properties=species:S:1:pos:R:3 method="wB97M-V/def2-TZVPD" orbital_gap_ev=10.55 max_force_ev_per_a=7.4 total_charge=0 e_above_lowest_kj_mol=578.8 e_tot_ev=-7219.592
C 0.16825 2.59511 0.55828
C -0.31175 1.48093 0.18875
C -1.28100 0.37987 -0.34090
N -0.69132 -0.99394 -0.04316
N 0.70487 -0.71203 -0.56785
C 1.35294 -1.76570 -0.17475
H 0.87287 3.27623 0.85806
H -2.39392 0.36089 0.01525
H -1.41832 0.41960 -1.41451
H -0.74322 -0.99470 0.98410
H 1.28971 -2.56154 0.64756
H 2.45091 -1.48473 -0.71081

[6]
108
Properties=species:S:1:pos:R:3 method="wB97M-V/def2-TZVPD" orbital_gap_ev=5.84 max_force_ev_per_a=1.6 total_charge=-1 e_tot_ev=-80141.626
C 4.00275 1.83364 2.52933
C 4.41858 2.40830 1.17602
O 3.64496 1.82678 0.16651
C 3.61500 2.56822 -1.07279
C 4.05625 1.72389 -2.26835
Al 2.59932 1.76427 -3.69153
C 3.21140 1.06429 -5.50062
C 4.09120 -0.20406 -5.41273
C 3.27979 -1.50368 -5.59887
C 3.27013 -2.33663 -4.30018
C 1.99051 -2.01159 -3.51171
C 2.22803 -1.88855 -2.00345
C 0.89259 -1.77384 -1.26442
C 1.02193 -0.74230 -0.13422
C -0.33244 -0.53657 0.56882
C -0.51687 0.93808 0.93331
O -1.00607 1.04721 2.28002
C -1.14501 2.40250 2.68070
H 2.98348 1.47874 2.44731
H 4.65614 1.01862 2.81064
H 4.03692 2.60550 3.28868
H 4.27848 3.48933 1.21948
H 5.47772 2.20202 1.00141
H 2.59437 2.92766 -1.20460
H 4.23590 3.45774 -0.96706
H 4.26834 0.72921 -1.87429
H 4.99697 2.12980 -2.63794
H 2.21724 3.34006 -3.88633
H 1.24179 1.04682 -3.14695
H 2.33456 0.85142 -6.10941
H 3.77050 1.82842 -6.03741
H 4.83801 -0.17375 -6.20870
H 4.65789 -0.24555 -4.48629
H 3.67204 -2.09610 -6.42390
H 2.26554 -1.21229 -5.83189
H 3.34487 -3.40029 -4.49514
H 4.09652 -2.01114 -3.67663
H 1.64843 -1.02820 -3.82068
H 1.19397 -2.72195 -3.71928
H 2.80106 -2.76897 -1.71225
H 2.82885 -0.99441 -1.86255
H 0.16347 -1.38784 -1.97188
H 0.59231 -2.71935 -0.84039
H 1.41584 0.17773 -0.54824
H 1.71759 -1.17428 0.58154
H -0.37948 -1.13660 1.47243
H -1.13274 -0.85760 -0.09299
H 0.46327 1.40353 0.90985
H -1.19888 1.43483 0.24729
H -0.41376 2.65134 3.45024
H -2.13354 2.53416 3.11661
H -1.00838 3.07608 1.84122
C -2.44231 -1.22899 3.77477
N -3.54810 -1.73536 4.62935
O -3.35454 -2.73773 5.29606
O -4.59403 -1.11669 4.60547
H -1.58648 -1.88120 3.89626
H -2.79552 -1.23393 2.74885
H -2.21098 -0.21860 4.09238
C -4.55253 0.64896 -0.17884
N -4.19694 0.40170 -1.60498
O -5.10825 0.25216 -2.39908
O -3.01409 0.36649 -1.86558
H -5.63235 0.65367 -0.08919
H -4.11201 -0.15110 0.40887
H -4.12735 1.60863 0.09995
C 2.31889 -4.34545 1.62733
N 2.69459 -4.88366 0.29103
O 1.79165 -5.18261 -0.46275
O 3.88253 -4.97069 0.04711
H 1.23678 -4.31821 1.69117
H 2.74687 -5.00560 2.37590
H 2.74229 -3.34825 1.70403
C -4.52186 -2.91710 8.34027
N -4.03554 -1.63018 8.90724
O -4.85034 -0.89808 9.43711
O -2.84810 -1.39707 8.79838
H -5.58955 -2.98284 8.51327
H -4.29069 -2.91405 7.27744
H -3.99209 -3.71776 8.84762
C -1.39251 4.86631 -3.26819
N -0.32473 4.36548 -2.36264
O 0.76123 4.90147 -2.42468
O -0.62135 3.44000 -1.63116
H -0.98781 5.67803 -3.86091
H -1.69696 4.03498 -3.89723
H -2.21602 5.20299 -2.64537
C -7.31253 -2.70279 3.38972
N -6.80322 -2.79191 1.99267
O -7.61495 -2.92594 1.09912
O -5.59734 -2.72271 1.84254
H -8.39296 -2.77967 3.36957
H -6.86968 -3.52118 3.94886
H -6.98969 -1.74725 3.79194
C 2.68323 7.27713 -1.85231
N 2.87262 8.74058 -2.06018
O 2.41602 9.23881 -3.07123
O 3.47443 9.35049 -1.19487
H 2.13709 6.86960 -2.69268
H 3.66851 6.82809 -1.77489
H 2.12853 7.14863 -0.92842
C -2.75926 -5.46058 -0.31697
N -1.58797 -4.54866 -0.43541
O -1.06910 -4.15029 0.59399
O -1.23294 -4.25406 -1.55399
H -2.96056 -5.62817 0.73444
H -3.59844 -4.97561 -0.80620
H -2.50056 -6.38587 -0.82238

[7]
67
Properties=species:S:1:pos:R:3 method="wB97M-V/def2-TZVPD" orbital_gap_ev="6.76 / 6.45" max_force_ev_per_a=0.5 total_charge=+4 multiplicity=4 e_above_lowest_kj_mol=94.5 e_tot_ev=-49149.641
Re -0.04569 -0.03172 -0.15338
C 1.84595 2.07705 2.26822
C 0.52683 1.80653 1.60648
C -0.39627 0.87127 2.20805
C -0.11363 0.31866 3.57132
C -1.61884 0.55725 1.56133
C -2.52711 -0.51172 2.13058
C -2.04286 1.34815 0.46417
C -3.46180 1.17214 -0.01206
C -1.20169 2.42703 0.00251
C -1.77584 3.56455 -0.77910
C 0.13820 2.55897 0.49029
C 1.04515 3.65609 -0.00722
H 1.73345 2.95664 2.91499
H 2.62576 2.32721 1.55189
H 2.18162 1.26055 2.89860
H 0.56103 0.96472 4.12519
H 0.33091 -0.67805 3.55158
H -1.04420 0.23674 4.13189
H -3.30476 -0.04364 2.74321
H -1.99184 -1.20746 2.77072
H -3.03844 -1.07825 1.35368
H -3.72104 1.77400 -0.87125
H -4.12518 1.46522 0.80872
H -3.69656 0.13239 -0.23854
H -1.68617 4.43808 -0.11756
H -2.82537 3.46103 -1.02144
H -1.21040 3.82644 -1.67218
H 1.14348 4.41986 0.77094
H 0.67874 4.15452 -0.89624
H 2.04984 3.28620 -0.21215
C 2.30781 -2.75910 -1.18324
P 0.71315 -2.02127 -1.56071
C -0.54546 -3.29731 -1.32864
C 0.79298 -1.62982 -3.31783
C -0.43488 -0.84384 -3.68913
P -0.61776 0.59109 -2.60273
C 0.63302 1.78328 -3.12130
C -2.24674 1.19484 -3.07295
H 2.46729 -3.51840 -1.95639
H 2.30778 -3.25841 -0.21723
H 3.11639 -2.03218 -1.24944
H -0.33673 -4.09673 -2.04713
H -1.55572 -2.92798 -1.50752
H -0.48314 -3.72017 -0.32680
H 0.86536 -2.57075 -3.87253
H 1.72108 -1.08153 -3.50255
H -1.35100 -1.43751 -3.61794
H -0.39137 -0.46655 -4.71593
H 0.47412 1.97880 -4.18638
H 1.64262 1.39334 -2.98488
H 0.53868 2.71834 -2.57644
H -2.24011 1.20471 -4.16810
H -2.44450 2.20503 -2.73274
H -3.02884 0.51171 -2.74575
N 0.19009 -5.16454 3.62320
C 0.73488 -4.26309 3.16606
C 1.40638 -3.15253 2.55451
C 2.76159 -2.87286 2.74909
C 3.31441 -1.77060 2.11178
C 2.52213 -0.98253 1.30005
N 1.20839 -1.24701 1.11819
C 0.66355 -2.31459 1.73740
H 3.36105 -3.51363 3.38662
H 4.36184 -1.52343 2.23202
H 2.93210 -0.12838 0.77597
H -0.39373 -2.49690 1.58611

[8]
75
Properties=species:S:1:pos:R:3 method="wB97M-V/def2-TZVPD" orbital_gap_ev="7.33 / 3.10" max_force_ev_per_a=4.5 total_charge=+3 multiplicity=3 e_above_lowest_kj_mol=149.3 e_tot_ev=-188747.238
Au -0.83179 -1.30004 -2.06198
P -1.74067 -2.28803 -0.08394
P 1.39378 -0.72904 1.14263
P 1.40564 -1.69967 -2.71103
H -1.85731 1.08796 -4.44577
C -2.21284 0.06257 -4.56035
C -2.23009 -0.86626 -3.50427
H -2.73412 -0.43928 -2.59089
C -2.58643 -1.32264 1.21365
C -0.58102 -3.37072 0.81652
C -3.07037 -3.41912 -0.64338
C 2.46523 0.76531 1.06339
C 0.76081 -0.47755 2.86974
C 2.64715 -2.05476 1.47223
C 1.34985 -1.75130 -4.52694
C 2.01315 -3.32421 -2.19566
C 2.71072 -0.52441 -2.25603
H -2.83615 -0.14193 -5.44554
H -2.57944 -1.88682 -3.75845
H -2.77931 -0.32318 0.83079
H -1.96521 -1.21463 2.10649
H -3.52186 -1.81074 1.51740
H -0.18074 -2.88312 1.71863
H 0.24980 -3.67024 0.16473
H -1.13699 -4.26615 1.12674
H -3.88903 -2.82872 -1.07290
H -3.46000 -3.98497 0.21658
H -2.68029 -4.12823 -1.38673
H 3.00547 0.89592 2.00632
H 1.83361 1.64296 0.87069
H 3.17795 0.68948 0.24043
H 1.58628 -0.11627 3.49454
H 0.36249 -1.40943 3.28276
H -0.04124 0.26570 2.84957
H 3.29888 -1.73945 2.29514
H 3.22668 -2.23587 0.56690
H 2.11573 -2.96858 1.74197
H 2.34970 -2.00817 -4.91227
H 1.04465 -0.77671 -4.93553
H 0.62899 -2.51934 -4.84618
H 2.82983 -3.59692 -2.87564
H 1.19973 -4.05498 -2.26890
H 2.38603 -3.29713 -1.16381
H 3.48389 -0.51497 -3.03729
H 3.18479 -0.80136 -1.30769
H 2.30521 0.49053 -2.17089
C 1.63625 3.29753 -1.64600
C 0.47262 2.54183 -1.81087
C 0.28568 1.82678 -2.99295
C 1.22074 1.86111 -4.03308
C 2.40972 2.57547 -3.83467
C 2.62052 3.28333 -2.65228
Se 1.95050 4.22068 0.00643
H 0.49974 4.43357 0.22778
H -0.24347 2.48638 -0.97815
H -0.62368 1.23468 -3.08210
H 1.02869 1.35827 -4.98434
H 3.18630 2.57436 -4.60282
H 3.52640 3.85373 -2.46653
C -3.75449 0.72277 4.14117
N -2.55593 1.48488 4.41182
C -1.94738 1.59271 5.64090
C -0.90204 2.45206 5.50792
N -0.91254 2.87091 4.19183
C 0.02975 3.79643 3.61885
C -1.90150 2.23840 3.46538
Se -2.20897 2.43592 1.66398
H -4.22595 1.18578 3.27529
H -4.41859 0.77873 5.00515
H -3.55899 -0.33202 3.91914
H -2.32453 1.11747 6.52393
H -0.16908 2.84204 6.19424
H -0.52165 4.50534 2.99412
H 0.52037 4.31238 4.45338
H 0.78042 3.29299 2.99671